Entry 1:
Below is a structure of composition C34H68O26S5, with properties calculated with ωB97M-V/def2-TZVPD.

- Orbital gap: 8.94 eV
- 2S+1: 1
- Energy relative to the best compared isomer or geometry (same formula, charge and spin): 0.0 kcal per mole
- Net charge: 0
- E_HOMO: -8.963 eV

Structure (XYZ):
```
133
Properties=species:S:1:pos:R:3:lowdin_charge:R:1
C 1.85 1.90 6.19 -0.17
C 0.37 1.49 5.99 -0.15
O 0.11 1.71 4.62 -0.19
S 1.09 2.83 4.02 0.58
O 0.55 4.12 4.13 -0.20
O 1.53 2.35 2.78 -0.21
O 2.30 2.64 5.06 -0.19
H 2.54 1.07 6.25 0.10
H 1.87 2.57 7.12 0.15
H -0.28 2.07 6.59 0.12
H 0.27 0.48 6.20 0.11
C 3.17 -2.84 4.80 -0.16
C 1.86 -2.92 4.05 -0.13
O 1.71 -1.61 3.43 -0.20
S 3.08 -0.81 3.41 0.61
O 2.88 0.23 4.35 -0.21
O 3.47 -0.55 2.10 -0.18
O 4.00 -2.04 3.95 -0.16
H 3.62 -3.82 4.79 0.13
H 2.96 -2.44 5.81 0.14
H 1.00 -3.07 4.67 0.13
H 1.93 -3.73 3.31 0.10
C -1.13 -0.84 2.55 -0.15
C -2.05 0.42 2.80 -0.09
O -2.46 0.25 4.19 -0.19
S -2.34 -1.21 4.65 0.53
O -3.52 -1.83 4.21 -0.21
O -1.93 -1.40 6.00 -0.22
O -1.15 -1.61 3.70 -0.19
H -0.09 -0.58 2.33 0.12
H -1.51 -1.47 1.72 0.13
H -2.94 0.50 2.22 0.11
H -1.50 1.34 2.81 0.09
C 2.94 -6.54 0.39 -0.09
C 2.59 -6.04 1.87 -0.18
O 3.49 -4.99 1.99 -0.21
S 3.27 -4.12 0.66 0.59
O 4.43 -3.39 0.38 -0.18
O 1.96 -3.54 0.84 -0.22
O 3.17 -5.33 -0.37 -0.19
H 2.19 -7.09 -0.09 0.11
H 3.89 -7.04 0.36 0.12
H 2.91 -6.80 2.63 0.15
H 1.62 -5.70 1.98 0.10
C 3.02 1.23 -4.73 -0.14
C 2.38 2.36 -3.90 -0.16
O 1.11 2.60 -4.54 -0.20
S 1.35 2.37 -6.15 0.62
O 1.50 3.70 -6.68 -0.23
O 0.40 1.42 -6.55 -0.22
O 2.82 1.77 -6.03 -0.19
H 2.56 0.26 -4.67 0.09
H 4.07 1.21 -4.52 0.13
H 2.99 3.26 -3.96 0.14
H 2.30 2.01 -2.88 0.09
C 6.40 0.47 -1.23 -0.18
C 5.82 -0.65 -2.03 -0.13
C 4.24 -0.54 -1.76 -0.19
O 4.08 0.78 -1.35 -0.15
C 5.20 1.09 -0.52 -0.18
H 6.96 1.20 -1.85 0.11
H 7.17 0.18 -0.47 0.12
H 6.16 -1.66 -1.79 0.10
H 5.99 -0.47 -3.07 0.09
H 3.89 -1.25 -1.01 0.09
H 3.73 -0.75 -2.72 0.10
H 5.04 0.60 0.43 0.10
H 5.29 2.14 -0.35 0.12
C 1.02 -3.93 -4.63 -0.20
C 0.06 -2.81 -4.81 -0.17
C 0.96 -1.57 -4.87 -0.20
O 2.18 -1.98 -4.26 -0.18
C 1.99 -3.30 -3.70 -0.20
H 1.48 -4.19 -5.60 0.13
H 0.51 -4.80 -4.15 0.13
H -0.57 -2.78 -3.94 0.11
H -0.59 -3.00 -5.66 0.12
H 0.56 -0.66 -4.37 0.11
H 1.20 -1.17 -5.83 0.10
H 1.53 -3.13 -2.67 0.14
H 2.96 -3.78 -3.56 0.12
C -5.61 -0.04 0.47 -0.14
C -5.82 -0.81 1.80 -0.16
C -5.46 -2.24 1.38 -0.20
O -4.30 -2.02 0.56 -0.16
C -4.42 -0.79 -0.16 -0.19
H -5.36 0.96 0.80 0.07
H -6.51 -0.05 -0.16 0.11
H -6.87 -0.83 2.15 0.12
H -5.04 -0.50 2.51 0.09
H -6.30 -2.62 0.72 0.13
H -5.16 -2.97 2.10 0.11
H -4.46 -0.87 -1.24 0.10
H -3.48 -0.22 -0.04 0.10
C -2.96 4.23 2.06 -0.15
C -4.25 4.55 2.75 -0.16
C -5.38 3.81 2.02 -0.15
O -4.74 3.04 0.98 -0.15
C -3.50 3.67 0.74 -0.22
H -2.48 3.35 2.56 0.10
H -2.23 5.02 1.88 0.13
H -4.44 5.58 2.66 0.09
H -4.09 4.34 3.78 0.10
H -6.04 4.53 1.54 0.12
H -5.96 3.15 2.64 0.11
H -3.58 4.52 0.03 0.13
H -2.85 2.98 0.28 0.08
C -4.01 3.13 -4.27 -0.13
C -2.70 2.39 -4.55 -0.16
C -2.37 1.64 -3.28 -0.21
O -2.89 2.43 -2.20 -0.16
C -4.18 2.75 -2.76 -0.20
H -4.89 2.75 -4.75 0.10
H -3.79 4.18 -4.31 0.10
H -1.94 3.13 -4.78 0.11
H -2.72 1.75 -5.39 0.10
H -1.27 1.66 -3.13 0.11
H -2.75 0.63 -3.26 0.11
H -4.63 3.49 -2.08 0.12
H -4.79 1.77 -2.83 0.14
C 0.86 0.03 -1.11 -0.11
C 1.10 1.39 -0.44 -0.12
C -0.36 1.89 -0.19 -0.17
O -1.08 0.71 0.10 -0.17
C -0.62 -0.37 -0.73 -0.13
H 1.54 -0.74 -0.72 0.10
H 0.96 0.07 -2.19 0.08
H 1.63 2.02 -1.18 0.09
H 1.74 1.35 0.46 0.09
H -0.72 2.23 -1.13 0.08
H -0.36 2.70 0.49 0.11
H -1.26 -0.38 -1.55 0.08
H -0.67 -1.23 -0.09 0.10
```



Entry 2:
Below is a structure of composition C34H79BBr2GaO8S, with properties calculated with ωB97M-V/def2-TZVPD.

- Orbital gap: 6.88 eV
- 2S+1: 1
- Net charge: -1
- E_HOMO: -4.523 eV

Structure (XYZ):
```
126
Properties=species:S:1:pos:R:3:lowdin_charge:R:1
C 7.16 4.83 -0.21 -0.10
O 7.73 3.59 0.14 -0.17
C 7.12 2.50 -0.51 -0.22
C 5.68 2.24 -0.09 -0.19
C 5.11 0.96 -0.73 -0.18
C 4.48 -0.04 0.25 -0.20
C 3.48 0.57 1.23 -0.21
C 2.21 1.12 0.54 -0.19
C 0.92 0.67 1.25 -0.21
C -0.22 1.69 1.02 -0.34
C -1.54 1.25 1.68 -0.27
Ga -3.22 1.44 0.55 0.23
S -3.86 -0.76 0.07 0.32
B -4.84 2.29 1.63 -0.63
O -5.04 1.89 2.95 0.07
O -5.70 3.22 1.05 -0.06
C -6.24 4.27 1.84 -0.10
C -2.93 2.61 -1.13 -0.70
Br -1.54 3.97 -1.01 0.62
C -3.63 2.52 -2.25 -0.83
C -4.78 1.58 -2.48 -0.18
Br -3.31 3.64 -3.82 0.57
H 7.12 4.97 -1.30 0.04
H 7.78 5.61 0.22 0.10
H 6.15 4.95 0.19 0.08
H 7.18 2.63 -1.60 0.13
H 7.71 1.61 -0.25 0.12
H 5.66 2.21 1.00 0.12
H 5.06 3.08 -0.39 0.04
H 4.39 1.25 -1.50 0.10
H 5.94 0.45 -1.26 0.10
H 3.93 -0.78 -0.34 0.10
H 5.27 -0.58 0.77 0.10
H 3.19 -0.22 1.92 0.10
H 3.92 1.35 1.85 0.09
H 2.19 0.80 -0.50 0.10
H 2.24 2.21 0.58 0.09
H 1.08 0.49 2.31 0.11
H 0.59 -0.24 0.74 0.10
H 0.11 2.63 1.48 0.09
H -0.31 1.81 -0.06 0.03
H -1.46 0.19 1.93 0.03
H -1.71 1.76 2.64 0.04
H -3.39 -0.93 -1.17 -0.28
H -5.95 2.08 3.20 0.08
H -7.25 4.50 1.48 0.08
H -5.64 5.18 1.72 0.09
H -6.32 4.03 2.90 0.07
H -4.43 0.62 -2.86 0.07
H -5.50 2.02 -3.17 0.05
H -5.28 1.40 -1.53 0.05
C 3.38 2.11 5.59 -0.08
C 3.17 0.62 5.84 -0.28
O 3.92 -0.22 4.98 -0.16
C 5.33 -0.09 5.04 -0.29
C 5.92 -0.39 6.41 -0.08
H 3.15 2.35 4.55 0.08
H 2.74 2.69 6.24 0.08
H 4.41 2.41 5.78 0.06
H 2.13 0.37 5.64 0.12
H 3.37 0.37 6.89 0.10
H 5.64 0.91 4.70 0.11
H 5.72 -0.80 4.31 0.12
H 5.57 0.30 7.17 0.06
H 7.01 -0.32 6.36 0.07
H 5.65 -1.40 6.72 0.08
C 1.11 -0.90 -3.98 -0.07
C 1.95 -1.37 -2.81 -0.28
O 1.24 -1.49 -1.60 -0.17
C 0.15 -2.40 -1.60 -0.27
C 0.54 -3.84 -1.89 -0.06
H 0.64 0.06 -3.75 0.08
H 1.73 -0.78 -4.87 0.07
H 0.31 -1.61 -4.22 0.07
H 2.74 -0.64 -2.61 0.10
H 2.46 -2.31 -3.06 0.11
H -0.62 -2.05 -2.29 0.11
H -0.28 -2.34 -0.60 0.12
H 0.97 -3.96 -2.89 0.07
H -0.34 -4.48 -1.83 0.05
H 1.27 -4.19 -1.17 0.08
C 5.68 5.89 -2.76 -0.07
C 4.86 4.65 -3.06 -0.25
O 4.52 3.89 -1.91 -0.20
C 3.76 4.56 -0.93 -0.28
C 2.41 5.07 -1.41 -0.06
H 6.60 5.62 -2.24 0.02
H 5.94 6.40 -3.69 0.08
H 5.14 6.60 -2.14 0.08
H 5.43 3.98 -3.69 0.12
H 3.95 4.92 -3.62 0.11
H 4.34 5.37 -0.48 0.10
H 3.60 3.81 -0.14 0.10
H 2.50 5.83 -2.19 0.07
H 1.86 5.51 -0.58 0.08
H 1.81 4.25 -1.81 0.08
C -9.69 -4.11 -0.07 -0.09
C -8.20 -3.83 -0.04 -0.29
O -7.76 -2.92 -1.03 -0.16
C -8.33 -1.62 -0.98 -0.28
C -8.10 -0.89 0.33 -0.08
H -9.99 -4.49 -1.05 0.08
H -9.95 -4.86 0.68 0.07
H -10.28 -3.22 0.14 0.06
H -7.66 -4.76 -0.24 0.12
H -7.89 -3.50 0.95 0.11
H -9.40 -1.67 -1.21 0.10
H -7.85 -1.07 -1.79 0.12
H -8.56 -1.40 1.18 0.06
H -8.52 0.11 0.28 0.08
H -7.03 -0.80 0.54 0.06
C -2.62 -6.90 0.00 -0.07
C -2.69 -6.41 -1.43 -0.27
O -1.96 -7.20 -2.35 -0.16
C -2.35 -8.55 -2.46 -0.29
C -3.79 -8.75 -2.90 -0.08
H -1.58 -6.95 0.33 0.08
H -3.16 -6.22 0.66 0.08
H -3.05 -7.90 0.12 0.06
H -2.26 -5.41 -1.49 0.10
H -3.74 -6.31 -1.75 0.11
H -2.16 -9.08 -1.52 0.11
H -1.68 -8.98 -3.21 0.12
H -4.50 -8.34 -2.18 0.07
H -4.00 -9.81 -3.02 0.07
H -3.97 -8.25 -3.86 0.08
```



Entry 3:
Below is a structure of composition C5H17AsI2InN2, with properties calculated with ωB97M-V/def2-TZVPD.

- Orbital gap (spin up / spin down): 7.16 / 7.16 eV
- 2S+1: 1
- Energy relative to the best compared isomer or geometry (same formula, charge and spin): 2.8 kcal per mole
- Net charge: +1
- E_HOMO (spin up / spin down): -10.869 / -10.869 eV

Structure (XYZ):
```
28
Properties=species:S:1:pos:R:3:lowdin_charge:R:1
In -0.14 0.96 -0.12 0.51
I 0.02 -0.23 3.14 0.82
C -1.52 -1.41 2.29 -1.10
I -1.08 -2.13 0.34 0.84
H -2.41 -0.79 2.21 -0.03
H -1.66 -2.28 2.93 -0.03
N 2.60 1.20 0.47 -0.07
N 2.14 -0.13 0.18 -0.14
H 3.61 1.28 0.41 0.10
H 2.34 1.42 1.43 0.05
H 2.60 -0.84 0.75 0.10
H 2.38 -0.31 -0.79 0.02
C -2.01 1.75 0.56 -0.26
H -2.37 2.24 -0.36 -0.10
H -1.70 2.58 1.22 -0.10
C -0.56 0.14 -4.39 -0.29
As 0.49 -0.18 -2.78 0.99
C 2.23 0.55 -3.32 -0.28
C 0.82 -2.09 -2.94 -0.32
H -0.04 -0.30 -5.24 0.04
H -0.67 1.21 -4.54 0.04
H -1.54 -0.31 -4.28 0.04
H 2.10 1.16 -4.22 0.04
H 2.92 -0.26 -3.54 0.04
H 2.64 1.19 -2.54 0.01
H 1.33 -2.29 -3.88 0.04
H -0.14 -2.62 -2.93 0.03
H 1.42 -2.45 -2.11 0.02
```



Entry 4:
Below is a cluster of 4 separate species, C25H50IN2O14P in total, with properties calculated with ωB97M-V/def2-TZVPD.

- Orbital gap: 8.84 eV
- 2S+1: 1
- Net charge: 0
- E_HOMO: -9.410 eV

Structure (XYZ):
```
93
Properties=species:S:1:pos:R:3:lowdin_charge:R:1
N 0.93 4.40 -0.97 0.21
C 0.67 4.38 0.15 -0.34
C 0.27 4.34 1.54 -0.67
I -0.49 2.35 1.93 0.99
C -0.81 5.44 1.85 -0.45
C -1.21 5.27 3.24 -0.28
N -1.56 5.32 4.33 0.23
C -2.01 5.30 0.86 -0.17
C -3.38 5.41 1.50 -0.09
C -3.59 6.80 2.07 -0.50
O -3.25 7.79 1.48 0.13
O -4.25 6.86 3.26 0.09
P 0.00 7.12 1.73 0.46
O -0.33 7.99 2.86 -0.23
O -0.38 7.70 0.31 -0.10
O 1.54 6.78 1.62 -0.10
H 1.11 4.44 2.21 0.08
H -1.95 6.05 0.08 0.11
H -1.93 4.34 0.36 0.08
H -4.12 5.29 0.71 0.14
H -3.59 4.64 2.24 0.12
H -3.64 6.68 3.99 0.11
H -1.18 8.25 0.37 0.10
H 2.04 7.51 2.02 0.11
C 5.96 1.45 0.25 -0.11
O 5.27 0.59 1.13 -0.19
C 4.04 1.15 1.55 -0.21
C 3.22 0.12 2.30 -0.19
O 2.49 -0.75 1.45 -0.14
C 3.24 -1.80 0.84 -0.18
C 3.54 -2.95 1.78 -0.21
O 4.67 -2.66 2.59 -0.19
C 4.83 -3.62 3.61 -0.11
H 6.16 2.42 0.72 0.09
H 6.91 0.98 0.00 0.09
H 5.39 1.61 -0.67 0.09
H 3.47 1.50 0.68 0.13
H 4.24 2.00 2.21 0.13
H 2.46 0.67 2.87 0.10
H 3.83 -0.43 3.01 0.13
H 4.16 -1.41 0.40 0.12
H 2.61 -2.18 0.04 0.13
H 3.75 -3.85 1.18 0.12
H 2.66 -3.14 2.41 0.13
H 3.98 -3.62 4.29 0.09
H 5.73 -3.36 4.16 0.09
H 4.95 -4.63 3.19 0.08
C -0.17 1.91 -5.34 -0.11
O -1.47 1.83 -4.79 -0.20
C -1.44 1.80 -3.38 -0.21
C -2.83 1.95 -2.81 -0.18
O -3.27 3.30 -2.75 -0.14
C -3.71 3.88 -3.97 -0.18
C -5.10 3.46 -4.37 -0.21
O -5.08 2.20 -5.01 -0.20
C -6.38 1.69 -5.20 -0.11
H 0.44 1.06 -5.03 0.09
H -0.27 1.89 -6.43 0.09
H 0.32 2.84 -5.04 0.09
H -0.80 2.61 -3.00 0.12
H -1.01 0.84 -3.05 0.13
H -2.81 1.61 -1.78 0.12
H -3.55 1.33 -3.36 0.12
H -3.00 3.67 -4.77 0.12
H -3.72 4.95 -3.79 0.13
H -5.52 4.21 -5.06 0.13
H -5.74 3.42 -3.47 0.13
H -6.89 1.51 -4.24 0.09
H -6.29 0.74 -5.73 0.09
H -6.99 2.37 -5.81 0.09
C -2.23 -9.30 -0.28 -0.11
O -0.98 -8.72 -0.02 -0.20
C -0.54 -7.90 -1.09 -0.21
C 0.69 -7.11 -0.69 -0.18
O 0.39 -5.94 0.05 -0.13
C 0.09 -6.13 1.43 -0.18
C 1.31 -6.35 2.29 -0.21
O 1.73 -7.70 2.23 -0.19
C 2.99 -7.88 2.84 -0.11
H -2.20 -9.92 -1.19 0.09
H -2.49 -9.94 0.57 0.09
H -3.01 -8.54 -0.39 0.09
H -1.34 -7.21 -1.38 0.13
H -0.29 -8.54 -1.95 0.13
H 1.17 -6.76 -1.60 0.13
H 1.40 -7.75 -0.15 0.12
H -0.63 -6.94 1.57 0.12
H -0.38 -5.20 1.75 0.13
H 1.07 -6.10 3.33 0.13
H 2.12 -5.70 1.94 0.11
H 3.77 -7.32 2.31 0.08
H 3.23 -8.94 2.79 0.09
H 2.97 -7.57 3.89 0.09
```



Entry 5:
Below is a cluster of 2 separate species, C3H13N2O in total, with properties calculated with ωB97M-V/def2-TZVPD.

- Orbital gap: 11.66 eV
- 2S+1: 1
- Energy relative to the best compared isomer or geometry (same formula, charge and spin): 56.7 kcal per mole
- Net charge: +1
- E_HOMO: -14.756 eV

Structure (XYZ):
```
19
Properties=species:S:1:pos:R:3:lowdin_charge:R:1
N 0.97 -0.27 -1.55 0.13
C -0.42 -0.30 -0.79 -0.06
C -0.40 0.96 0.17 -0.22
N 0.95 1.52 0.17 -0.14
C 1.65 0.89 1.53 -0.04
H 1.50 0.56 -1.05 0.13
H 0.86 -0.25 -2.59 0.17
H 1.62 -1.09 -1.37 0.17
H -0.51 -1.24 -0.38 0.07
H -1.16 -0.42 -1.49 0.08
H -0.81 0.59 1.09 0.10
H -1.15 1.75 -0.05 0.14
H 0.86 2.55 0.43 0.15
H 1.30 -0.15 1.43 0.06
H 2.79 1.18 1.51 0.11
H 1.35 1.24 2.59 0.11
H -3.51 -2.05 0.62 0.05
H -3.01 -3.20 -0.19 0.04
O -2.88 -2.27 -0.07 -0.05
```



Entry 6:
Below is an isolated molecule of C3H8BNO, with properties calculated with ωB97M-V/def2-TZVPD.

- Orbital gap: 9.21 eV
- 2S+1: 1
- Energy relative to the best compared isomer or geometry (same formula, charge and spin): 141.2 kcal per mole
- Net charge: 0
- E_HOMO: -8.634 eV

Structure (XYZ):
```
14
Properties=species:S:1:pos:R:3:lowdin_charge:R:1
B 1.41 -0.74 0.62 -0.32
C -1.04 -0.49 -0.31 -0.17
C -0.87 0.99 0.41 -0.14
C 0.31 -1.03 -0.44 -0.04
N 0.29 1.56 -0.28 -0.07
O 1.31 0.62 -0.35 -0.12
H 2.27 -1.46 0.42 0.04
H 1.01 -0.58 1.66 0.03
H -1.47 -1.10 0.49 0.13
H -1.59 -0.25 -1.27 0.12
H -1.72 1.63 0.21 0.11
H -0.62 0.71 1.48 0.12
H 0.36 -1.74 -1.38 0.15
H 0.36 1.87 -1.25 0.14
```